The following is a DFT calculation (ωB97M-V with the def2-TZVPD basis set) of an isolated molecule of C5H9NO at a distorted geometry.

Output
* highest occupied orbital energy: -10.7 eV
* gap between HOMO and LUMO: 11.53 eV
* SMILES: COC(C)(C)C#N
* LUMO: 0.862 eV
* ΔE to the lowest compared entry with this formula, charge and spin: 134.42 kJ/mol

Geometry as ORCA input:
```
! RIJCOSX wB97M-V def2-TZVPD def2/J DEFGRID3
* xyz 0 1
C -1.121 1.718 0.020
O -0.836 0.524 -0.682
C 0.021 -0.392 -0.035
C 0.151 -1.576 -0.992
C 1.396 0.203 0.287
C -0.618 -0.855 1.234
N -1.119 -1.195 2.219
H -1.390 1.520 1.066
H -0.279 2.422 -0.009
H -1.978 2.168 -0.483
H 0.624 -1.226 -1.914
H -0.837 -1.975 -1.233
H 0.762 -2.368 -0.551
H 2.056 -0.572 0.689
H 1.337 1.010 1.022
H 1.831 0.596 -0.637
*
```